Computed, not measured: a cluster of 6 separate species, C32H96N15O6P5S in total in a non-equilibrium geometry, with ωB97M-V/def2-TZVPD.

```
155
Properties=species:S:1:pos:R:3:forces:R:3:mulliken_charge:R:1
O -3.3749 5.5143 -3.2384 0.28 -0.41 -0.28 -0.89
P -3.2540 5.1429 -1.8208 -0.36 -0.13 0.57 0.31
N -3.3834 6.3867 -0.7323 0.21 0.20 0.24 0.32
C -4.6373 7.1338 -0.8010 0.01 0.02 -0.28 -1.21
C -2.2043 7.2098 -0.4785 -0.02 0.07 -0.06 -1.22
N -1.8493 4.3661 -1.4267 -0.05 0.45 -0.66 0.85
C -1.4836 4.0767 -0.0508 0.44 -0.12 -0.47 -0.87
C -1.0223 3.8085 -2.4862 1.10 -0.21 1.07 -0.90
N -4.4681 4.1174 -1.3186 -0.92 0.28 -0.06 0.27
C -4.6140 2.9346 -2.1297 0.25 -0.51 -0.43 -1.03
C -4.8538 3.9079 0.0680 0.31 -0.18 -0.34 -0.74
H -5.4601 6.4257 -0.7276 -0.16 0.20 0.07 0.39
H -4.7292 7.6771 -1.7494 -0.01 -0.07 0.00 0.33
H -4.6922 7.8765 -0.0057 0.02 -0.20 0.21 0.42
H -2.3626 8.2315 -0.8305 -0.02 0.00 0.00 0.39
H -1.3333 6.8238 -1.0080 0.00 -0.05 0.08 0.39
H -1.9858 7.2351 0.5927 0.04 0.12 -0.02 0.31
H -1.9961 3.1910 0.3366 -0.07 0.09 0.17 -0.12
H -0.4087 3.8723 -0.0308 -0.03 -0.01 0.09 0.52
H -1.6467 4.9500 0.5755 -0.20 -0.15 0.20 0.29
H -0.1140 4.4186 -2.5946 -0.16 0.08 -0.48 0.22
H -0.6367 2.8518 -2.1146 -0.20 -0.16 -0.29 0.14
H -1.5363 3.6582 -3.4279 -0.11 0.24 -0.01 0.33
H -4.5403 3.1688 -3.1922 -0.02 0.14 0.06 0.37
H -3.8205 2.1972 -1.9063 -0.13 -0.01 0.04 0.11
H -5.5742 2.4397 -1.9703 -0.06 0.15 0.12 0.40
H -5.9409 3.8263 0.1670 -0.01 0.16 -0.04 0.31
H -4.4710 4.7312 0.6648 -0.10 -0.12 0.22 0.41
H -4.4406 2.9509 0.4056 0.10 0.15 0.28 -0.13
O -1.6462 -2.4800 1.0801 -0.26 -0.26 0.56 -1.07
P -2.7151 -1.6859 0.4524 0.98 -0.29 -0.35 -0.04
N -2.2198 -0.9984 -0.9791 -0.44 0.72 0.10 0.93
C -1.4735 0.2463 -0.9399 0.57 -0.20 -0.06 -1.18
C -2.0321 -1.8019 -2.1802 -0.48 0.21 -0.22 -1.42
N -3.2357 -0.4833 1.4605 -0.25 0.83 -0.07 1.13
C -4.4918 0.2065 1.1684 0.21 -0.05 -0.11 -1.37
C -2.4365 0.1120 2.5264 0.69 -0.54 0.30 -1.16
N -4.0376 -2.5577 -0.0285 -0.24 0.33 -0.22 0.62
C -4.5640 -3.5698 0.8556 0.03 -0.52 0.32 -0.94
C -4.9074 -2.1886 -1.1348 -0.20 0.10 0.38 -1.09
H -1.7431 0.9107 -1.7660 -0.09 -0.06 0.00 0.42
H -0.3992 0.0290 -1.0093 -0.01 0.13 -0.07 0.56
H -1.6027 0.7883 -0.0037 -0.26 -0.09 0.02 -0.17
H -1.8362 -2.8523 -1.9695 0.01 0.00 0.13 0.37
H -1.2189 -1.4190 -2.7966 0.18 0.03 0.25 0.49
H -2.9356 -1.7181 -2.7928 0.12 -0.26 -0.17 0.29
H -4.5244 1.1854 1.6459 0.12 -0.16 0.34 0.62
H -4.5810 0.4490 0.1045 -0.18 -0.36 -0.05 0.20
H -5.3359 -0.3862 1.5280 -0.22 0.13 -0.25 0.17
H -2.6974 -0.3010 3.5040 -0.19 0.29 0.07 0.18
H -1.3727 -0.1132 2.4294 -0.08 -0.13 -0.31 0.29
H -2.5290 1.1990 2.5407 -0.17 0.00 -0.05 0.41
H -4.3197 -4.5850 0.5254 -0.06 0.04 -0.09 0.24
H -4.1628 -3.4700 1.8618 0.17 0.01 -0.09 0.24
H -5.6526 -3.4932 0.9409 0.01 0.08 -0.10 0.35
H -4.6708 -1.1834 -1.4743 0.09 -0.08 -0.20 0.34
H -5.9418 -2.1636 -0.7755 -0.02 -0.04 -0.09 0.38
H -4.8474 -2.8952 -1.9657 0.02 0.01 -0.03 0.22
O 4.0897 2.8947 0.1726 -0.10 -0.32 0.22 -0.78
P 4.4373 2.8030 -1.2575 -0.81 -0.38 -0.04 -0.02
N 5.7819 1.8696 -1.5096 0.65 0.43 -0.17 0.27
C 5.9789 0.7046 -0.6631 -0.24 0.31 0.37 -0.90
C 6.2798 1.6670 -2.8617 -0.01 0.49 0.20 -1.21
N 4.7102 4.2397 -2.0219 0.78 -0.40 -0.72 0.51
C 3.6515 5.2100 -2.1963 0.03 0.17 0.22 -0.73
C 6.0476 4.7881 -2.1611 0.21 0.37 0.77 -1.20
N 3.2109 2.0665 -2.1432 -0.31 0.51 -0.03 0.53
C 2.8988 2.4042 -3.5279 0.71 -0.95 -0.07 -1.04
C 2.2045 1.2985 -1.4066 -0.19 0.75 -0.19 -0.64
H 7.0509 0.5205 -0.5823 -0.03 -0.27 -0.04 0.40
H 5.4462 -0.1726 -1.0494 0.20 -0.09 -0.08 0.30
H 5.5889 0.9122 0.3326 0.05 0.04 -0.01 0.14
H 5.6685 0.9488 -3.4168 0.22 -0.18 -0.05 0.29
H 7.3292 1.3735 -2.7934 -0.11 -0.38 -0.13 0.39
H 6.2906 2.6139 -3.3986 -0.21 -0.05 -0.14 0.40
H 3.8101 5.7764 -3.1181 -0.07 -0.16 -0.09 0.29
H 2.6900 4.7064 -2.2393 -0.08 0.12 0.08 -0.01
H 3.6356 5.9411 -1.3792 -0.04 -0.10 0.06 0.32
H 6.2021 5.5960 -1.4320 -0.13 0.19 -0.26 0.32
H 6.8163 4.0691 -1.8933 -0.13 -0.24 -0.18 0.41
H 6.2292 5.1643 -3.1703 -0.07 0.02 -0.01 0.32
H 3.7993 2.3511 -4.1466 0.08 0.52 0.13 0.28
H 2.3216 1.5767 -3.9453 -0.44 0.28 0.09 0.48
H 2.4062 3.3664 -3.6526 -0.19 -0.06 -0.22 0.25
H 1.4650 0.9330 -2.1183 0.23 -0.38 -0.06 0.46
H 1.6296 1.9458 -0.7342 0.21 -0.18 0.30 -0.05
H 2.6810 0.4862 -0.8621 -0.28 -0.09 0.14 0.24
O 0.8495 -5.3201 -4.3256 0.25 -0.01 -0.05 -1.01
P 0.6580 -6.6337 -3.6765 0.05 0.54 -0.23 0.42
N -0.9106 -7.1480 -3.5591 0.00 -0.44 -0.35 0.36
C -1.7700 -6.3906 -2.6682 -1.01 -0.44 0.43 -1.11
C -1.5352 -7.6560 -4.7739 -0.52 -0.05 -0.20 -1.04
N 1.1139 -6.5867 -2.0976 -0.13 -0.37 0.40 0.34
C 2.2396 -5.7281 -1.7347 -0.12 -0.20 -0.42 -1.01
C 0.8777 -7.6977 -1.1849 0.84 0.10 0.13 -1.13
N 1.4517 -7.8294 -4.5075 -0.14 0.29 0.10 0.37
C 1.6020 -9.1857 -4.0014 0.30 0.23 -1.27 -1.01
C 2.2956 -7.4818 -5.6344 0.09 -0.25 -0.12 -1.05
H -2.0287 -6.9616 -1.7675 0.47 0.15 0.19 0.23
H -2.7628 -6.2539 -3.1087 0.25 0.25 -0.38 0.40
H -1.3626 -5.4177 -2.4054 0.07 -0.03 0.07 0.31
H -0.8368 -7.6936 -5.6071 0.09 0.02 0.07 0.33
H -2.3656 -7.0064 -5.0667 0.13 0.08 -0.06 0.38
H -1.9696 -8.6564 -4.6649 0.16 -0.01 0.23 0.30
H 2.4295 -5.8673 -0.6731 -0.04 0.34 0.08 0.38
H 3.1592 -5.9923 -2.2720 -0.02 -0.04 0.03 0.28
H 1.9785 -4.7056 -1.9962 0.19 0.11 0.26 0.31
H 0.0580 -8.3313 -1.5078 -0.23 0.23 0.09 0.40
H 1.7663 -8.3429 -1.1056 -0.06 0.00 -0.06 0.34
H 0.7247 -7.2768 -0.1891 -0.37 -0.20 0.03 0.36
H 2.5932 -9.3469 -3.5645 -0.22 0.05 0.55 0.25
H 0.7583 -9.4442 -3.3727 0.18 -0.14 0.29 0.30
H 1.6058 -9.8439 -4.8810 -0.28 -0.13 0.16 0.37
H 3.3579 -7.5362 -5.3682 0.00 -0.09 -0.08 0.31
H 2.0912 -6.4755 -5.9850 -0.12 0.06 0.15 0.31
H 2.0904 -8.1787 -6.4555 0.17 0.00 0.00 0.31
O 2.2834 -0.4899 4.2477 -0.23 -0.18 -0.14 -0.98
P 2.7433 0.8780 4.5294 0.89 -0.26 0.18 0.49
N 4.3773 0.9887 4.2378 0.33 0.04 -0.01 0.42
C 5.2225 2.0866 4.6744 -0.55 0.41 -0.48 -1.13
C 4.9748 0.0569 3.2875 0.21 -0.21 0.34 -1.09
N 2.6510 1.4621 6.0847 -0.43 0.04 0.22 0.19
C 3.4022 0.6941 7.0808 0.21 0.16 -0.46 -1.12
C 1.2989 1.7926 6.5571 0.22 0.06 -0.16 -1.07
N 1.9209 2.0030 3.6564 -0.86 0.60 0.07 0.62
C 2.3169 3.4012 3.7154 0.33 0.04 -0.39 -1.06
C 1.4695 1.6106 2.3315 0.79 -0.40 -0.48 -1.15
H 5.5325 2.6978 3.8170 0.27 -0.17 0.02 0.29
H 6.0993 1.7422 5.2274 0.00 -0.01 0.03 0.36
H 4.6278 2.7617 5.2859 0.16 -0.12 0.31 0.41
H 5.9996 0.3656 3.0753 -0.06 0.18 -0.06 0.47
H 4.4242 0.0090 2.3475 -0.01 -0.08 0.00 0.16
H 5.0459 -0.9395 3.7313 -0.18 -0.07 -0.21 0.28
H 3.6765 1.3509 7.9073 -0.20 -0.11 0.17 0.35
H 2.8291 -0.1753 7.4116 0.07 0.02 0.21 0.35
H 4.3308 0.3496 6.6273 -0.03 -0.11 0.05 0.37
H 0.8940 2.6057 5.9577 -0.07 -0.01 0.08 0.27
H 0.6169 0.9388 6.4903 0.00 -0.01 0.10 0.36
H 1.3795 2.1149 7.5946 -0.10 0.03 0.02 0.39
H 1.4884 4.0086 3.3440 -0.06 0.10 0.29 0.41
H 2.6090 3.6843 4.7242 -0.26 0.06 0.07 0.38
H 3.1701 3.6301 3.0587 -0.03 -0.19 -0.03 0.15
H 1.1026 0.5863 2.3307 -0.09 0.03 0.15 0.43
H 2.3395 1.6529 1.6598 -0.27 0.06 -0.28 0.34
H 0.7054 2.2804 1.9299 -0.07 0.11 0.27 0.16
C -4.7337 -1.9963 4.0951 -1.49 0.41 -0.35 -0.73
S -4.5541 -2.2654 5.8633 0.41 0.14 -0.04 0.44
O -3.5541 -1.2815 6.3473 0.12 -0.01 -0.01 -0.59
C -6.1459 -1.5604 6.2754 -1.04 -0.27 -0.21 -0.99
H -5.5735 -2.5964 3.7255 0.26 -0.38 0.14 0.48
H -3.8708 -2.1435 3.4575 0.35 -0.13 0.43 0.12
H -5.1303 -0.9828 3.9892 0.52 0.20 -0.06 0.22
H -6.2401 -1.4781 7.3552 0.25 0.07 0.03 0.35
H -6.9567 -2.2137 5.9328 0.21 -0.16 0.03 0.35
H -6.3179 -0.6000 5.7889 0.38 0.14 0.15 0.31
```
Forces are in eV/Å.

Results
* highest occupied orbital energy: -7.96 eV
* E_LUMO: 0.53 eV
* energy above the lowest of the compared OMol25 structures with the same formula, charge and spin: 0.0 kcal per mole
* 2S+1: 1
* orbital gap: 8.489 eV
* max |F|: 0.031 Eh/bohr
* electronic energy: -4654.79474 Ha

=====

Computed, not measured: a cluster of 16 separate species, C32H96O16 in total in a non-equilibrium geometry, with ωB97M-V/def2-TZVPD.

```
144
Properties=species:S:1:pos:R:3:forces:R:3:mulliken_charge:R:1
C 3.2378 -9.1469 -0.8797 -0.65 0.33 0.19 -0.95
C 1.8391 -8.5560 -0.6088 0.86 -1.02 0.55 -0.15
O 0.9231 -9.4972 -1.1822 -0.23 0.48 -0.46 -0.53
H 3.1771 -10.1888 -0.5653 0.12 -0.09 -0.34 0.28
H 4.0293 -8.7058 -0.2738 -0.02 0.37 -0.19 0.30
H 3.4352 -9.0482 -1.9471 0.32 -0.28 0.11 0.27
H 1.7208 -7.5551 -1.0240 -0.21 -0.12 -0.26 0.21
H 1.7464 -8.4680 0.4736 -0.43 -0.03 0.09 0.26
H 0.3063 -9.9085 -0.5722 0.23 0.39 0.33 0.30
C -4.6825 7.4526 3.5636 -1.46 0.51 0.28 -0.99
C -5.1937 6.0710 3.1686 0.83 0.64 0.79 -0.23
O -4.0565 5.2555 2.9561 -0.26 -0.57 -0.37 -0.50
H -5.5142 8.0046 4.0015 -0.29 0.26 -0.14 0.32
H -4.3802 8.0287 2.6890 0.47 -0.06 0.14 0.32
H -3.9649 7.4469 4.3841 0.39 -0.34 -0.45 0.27
H -5.8265 6.1199 2.2825 -0.12 0.00 -0.06 0.22
H -5.7704 5.6542 3.9944 0.06 -0.23 -0.09 0.30
H -3.6501 5.6343 2.1732 0.42 -0.23 -0.15 0.29
C 3.0792 -2.0805 7.5598 -0.41 0.30 0.65 -1.03
C 1.7368 -1.4489 7.0905 1.01 -0.84 -1.21 -0.19
O 1.9327 -0.1717 6.4602 -0.02 -0.08 0.81 -0.51
H 3.9787 -1.7535 7.0382 -0.36 0.38 -0.34 0.29
H 3.0891 -3.1672 7.4762 -0.38 -0.03 -0.11 0.31
H 3.2517 -1.8719 8.6156 0.04 0.14 0.05 0.29
H 0.9694 -1.4162 7.8639 0.28 0.14 0.28 0.32
H 1.3467 -2.0911 6.3009 -0.20 -0.29 0.02 0.22
H 1.1066 0.2957 6.6039 0.07 0.31 -0.19 0.30
C 5.0074 -2.9492 -5.1221 -0.32 -0.83 -0.40 -0.92
C 5.1359 -3.0770 -3.6145 0.68 0.15 -0.78 -0.20
O 4.5463 -1.9782 -3.0134 -1.14 1.13 1.02 -0.48
H 5.6438 -3.6690 -5.6369 0.15 0.02 -0.06 0.32
H 5.1835 -1.9531 -5.5281 0.28 0.04 0.40 0.27
H 3.9868 -3.2110 -5.4016 -0.15 0.05 -0.08 0.24
H 6.1767 -3.0259 -3.2947 0.14 -0.57 -0.10 0.23
H 4.6217 -3.9660 -3.2493 0.51 -0.43 -0.12 0.26
H 3.6659 -2.2638 -2.7589 -0.17 0.49 0.16 0.28
C -3.9518 6.5898 -2.4741 -0.27 0.27 -0.09 -1.15
C -2.6000 5.8688 -2.3258 -2.29 -0.02 -0.19 -0.11
O -2.1616 6.0756 -1.0169 0.91 0.73 0.50 -0.48
H -3.9555 7.6287 -2.1441 0.75 0.14 0.06 0.34
H -4.7878 6.1961 -1.8959 0.14 -0.64 -0.14 0.29
H -4.2133 6.6537 -3.5303 -0.24 -0.32 -0.03 0.34
H -2.0335 6.2383 -3.1805 0.93 0.03 0.48 0.28
H -2.7473 4.7921 -2.4103 -0.06 -0.15 -0.65 0.22
H -1.2154 5.9213 -0.9676 0.14 -0.07 0.12 0.26
C -5.1201 1.1614 -4.4777 1.18 0.25 0.26 -1.11
C -4.7704 2.0829 -5.6458 -1.22 -0.75 -0.59 -0.09
O -4.0519 1.3944 -6.6630 0.68 0.28 0.06 -0.52
H -4.2149 0.7713 -4.0123 0.20 -0.06 -0.04 0.27
H -5.6576 0.2971 -4.8677 -0.30 0.11 0.12 0.35
H -5.6550 1.6497 -3.6631 -0.34 0.05 -0.28 0.34
H -4.2495 3.0218 -5.4585 0.21 -0.32 0.43 0.27
H -5.7347 2.3465 -6.0803 -0.21 0.46 -0.07 0.22
H -4.3437 0.4826 -6.7339 -0.14 -0.06 0.12 0.27
C 6.5672 3.2612 -3.6920 0.83 0.61 0.77 -0.91
C 6.6980 2.9883 -2.1861 0.47 -0.42 -1.80 -0.24
O 5.5040 2.4177 -1.8181 -1.89 -0.38 1.82 -0.48
H 6.2753 2.3438 -4.2031 0.27 -0.01 -0.06 0.28
H 7.5434 3.6257 -4.0119 -0.11 0.03 -0.66 0.32
H 5.7897 4.0026 -3.8760 0.12 0.07 0.00 0.25
H 6.9061 3.8758 -1.5884 -0.27 0.05 -0.06 0.27
H 7.5099 2.2793 -2.0241 0.37 0.04 0.10 0.24
H 5.4014 1.5356 -2.1826 0.17 0.00 -0.09 0.28
C -7.4260 0.9337 1.9090 -0.39 0.61 0.71 -0.98
C -8.6764 1.5211 1.3054 0.75 -0.18 -1.02 -0.23
O -8.9673 0.7849 0.1117 -0.66 -0.18 0.33 -0.51
H -6.5541 1.0610 1.2674 -0.13 -0.24 -0.03 0.29
H -7.6009 -0.0990 2.2107 0.21 -0.05 -0.23 0.29
H -7.2718 1.5165 2.8171 0.42 -0.08 0.19 0.31
H -8.4907 2.5387 0.9617 -0.03 0.35 0.48 0.22
H -9.5014 1.5045 2.0176 -0.10 -0.06 -0.02 0.32
H -9.9168 0.8726 0.0005 -0.06 -0.17 -0.42 0.30
C 4.3832 -4.7649 2.8641 1.46 -0.01 -0.25 -0.94
C 5.4337 -5.6178 3.6188 -1.15 1.26 -0.32 -0.19
O 4.8185 -6.8487 3.8217 -0.34 -1.44 0.49 -0.52
H 4.2186 -5.3503 1.9594 -0.53 0.42 -0.16 0.23
H 4.8299 -3.8009 2.6207 0.05 0.06 -0.30 0.31
H 3.4605 -4.5196 3.3901 0.10 -0.60 0.22 0.28
H 5.6670 -5.1185 4.5592 0.33 -0.18 0.21 0.22
H 6.3328 -5.7725 3.0223 0.10 0.48 -0.06 0.30
H 5.4366 -7.5600 3.6385 -0.03 0.01 0.15 0.30
C 2.2155 7.4304 1.8594 0.19 0.58 0.36 -1.05
C 2.9457 6.2196 1.4401 0.14 -1.31 0.38 -0.16
O 2.4044 5.7497 0.2488 -0.31 -0.24 -1.47 -0.49
H 1.1599 7.2321 2.0451 0.09 -0.07 0.15 0.26
H 2.2761 8.2145 1.1047 0.15 0.09 0.11 0.28
H 2.7449 7.7068 2.7712 -0.47 0.65 0.19 0.34
H 2.8042 5.4289 2.1769 0.04 -0.03 0.53 0.24
H 4.0257 6.3543 1.3805 0.16 0.40 -0.20 0.30
H 2.9621 5.0519 -0.1027 -0.02 -0.10 -0.07 0.27
C -4.2960 -2.0409 5.6967 -0.65 -0.07 -0.04 -0.94
C -5.0766 -1.7756 6.9873 0.19 0.53 -0.41 -0.21
O -5.5439 -2.9516 7.5707 -0.16 -1.34 0.55 -0.52
H -3.9502 -1.1089 5.2494 0.42 0.01 0.28 0.31
H -4.8451 -2.5331 4.8940 -0.39 -0.14 0.23 0.27
H -3.4961 -2.7214 5.9885 0.30 0.25 -0.26 0.28
H -5.9389 -1.1105 6.9403 0.31 0.51 -0.57 0.34
H -4.3354 -1.3393 7.6569 -0.16 0.21 0.30 0.18
H -6.5030 -2.9851 7.5470 0.14 0.03 -0.08 0.31
C -1.4723 -3.0744 -5.7953 -0.15 1.21 -0.09 -0.97
C -2.8490 -3.6130 -6.0359 -0.32 0.19 1.01 -0.20
O -3.5115 -2.9293 -7.0881 0.39 -0.53 -1.02 -0.51
H -0.9747 -3.5785 -4.9669 0.04 -0.09 -0.19 0.33
H -1.5562 -2.0157 -5.5500 0.13 0.12 0.18 0.23
H -0.8991 -3.0979 -6.7221 0.19 -0.36 0.10 0.29
H -3.5462 -3.4060 -5.2240 0.56 -0.54 0.90 0.22
H -2.7091 -4.6879 -6.1505 -0.63 -0.20 -0.52 0.32
H -4.1226 -3.5832 -7.4354 -0.23 0.27 -0.34 0.29
C -2.5132 -5.7121 1.1451 0.23 -0.76 0.27 -0.85
C -3.0604 -5.5396 -0.2130 0.25 0.66 -1.15 -0.28
O -3.2241 -4.1433 -0.4949 -0.59 0.01 -0.07 -0.49
H -1.5217 -5.2642 1.2112 -0.18 0.17 0.34 0.25
H -2.4130 -6.7909 1.2647 0.16 -0.10 0.48 0.31
H -3.2397 -5.3316 1.8632 0.37 0.09 0.25 0.25
H -3.9762 -6.1219 -0.3145 -0.23 0.22 -0.20 0.35
H -2.3600 -5.8678 -0.9810 0.04 -0.44 0.07 0.20
H -4.1648 -3.9633 -0.5603 0.02 0.19 0.00 0.27
C 7.0567 3.4213 4.0870 -0.40 -0.32 -0.13 -1.09
C 6.2475 2.0946 4.3393 1.11 2.40 -1.32 -0.10
O 5.7260 2.1609 5.6307 -0.39 -0.46 0.33 -0.50
H 6.4576 4.3286 4.1646 -0.58 -0.25 0.38 0.29
H 7.3865 3.4931 3.0505 0.45 -0.45 0.00 0.33
H 7.8808 3.5846 4.7815 0.14 -0.39 -0.11 0.30
H 6.8827 1.2354 4.1240 0.10 -0.21 0.41 0.23
H 5.4836 2.1146 3.5621 -0.39 -0.25 0.10 0.23
H 4.8741 1.7192 5.6042 -0.10 -0.10 0.35 0.30
C 0.9253 2.8320 -5.8264 -0.31 -1.24 1.05 -0.87
C 1.3643 1.7961 -6.8573 -0.81 1.31 0.04 -0.22
O 1.9587 2.5577 -7.8778 1.27 -0.29 -1.11 -0.53
H 1.7829 3.1653 -5.2419 0.05 0.08 -0.12 0.23
H 0.2570 2.3093 -5.1421 -0.24 0.29 0.35 0.29
H 0.4180 3.7119 -6.2221 -0.03 -0.24 -0.30 0.32
H 0.5434 1.2403 -7.3104 -0.32 -0.16 0.39 0.24
H 2.0443 1.0683 -6.4148 0.31 0.22 -0.25 0.24
H 1.2457 2.9901 -8.3534 0.06 0.03 -0.03 0.31
C -0.0667 0.5000 -0.0062 0.87 0.22 0.25 -0.89
C 0.4416 -0.7814 0.6033 -0.73 -0.14 -0.35 -0.28
O 0.5637 -1.7434 -0.4237 0.24 -0.77 -0.17 -0.48
H -1.0857 0.4144 -0.3837 -0.07 0.07 0.32 0.29
H 0.5740 0.7183 -0.8606 0.03 0.28 0.03 0.25
H 0.0657 1.2597 0.7641 -0.46 0.46 -0.27 0.30
H -0.2956 -1.1371 1.3231 0.18 -0.05 0.46 0.23
H 1.4155 -0.6781 1.0819 -0.06 0.09 -0.05 0.30
H -0.3287 -2.0544 -0.5922 -0.02 -0.21 -0.24 0.27
```
Forces are in eV/Å.

Results
* highest occupied orbital energy: -9.86 eV
* E_LUMO: 0.12 eV
* energy above the lowest of the compared OMol25 structures with the same formula, charge and spin: 146.3 kcal per mole
* 2S+1: 1
* orbital gap: 9.976 eV
* max |F|: 0.057 Eh/bohr
* electronic energy: -2480.32583 Ha

=====

Number 2 is which compound?
C32H96O16

=====

highest occupied orbital energy of number 2 (C32H96O16)?
-9.86 eV

=====

Which of these has the highest max |F|?
C32H96O16